{
  "formula": "C40H110N10O10",
  "method": "ωB97M-V with the def2-TZVPD basis set",
  "smiles": "COC[C@H](C)N.COC[C@H](C)N.COC[C@H](C)N.COC[C@H](C)N.COC[C@H](C)N.COC[C@H](C)N.COC[C@H](C)N.COC[C@H](C)N.COC[C@H](C)N.COC[C@H](C)N",
  "homo_energy_ev": -9.10,
  "total_energy_ha": -2889.50361,
  "lumo_ha": 0.0125,
  "spin_multiplicity": 1,
  "de_lowest_ev": 8.369,
  "species": ["C", "C", "C", "O", "C", "N", "H", "H", "H", "H", "H", "H", "H", "H", "H", "H", "H", "C", "C", "C", "O", "C", "N", "H", "H", "H", "H", "H", "H", "H", "H", "H", "H", "H", "C", "C", "C", "O", "C", "N", "H", "H", "H", "H", "H", "H", "H", "H", "H", "H", "H", "C", "C", "C", "O", "C", "N", "H", "H", "H", "H", "H", "H", "H", "H", "H", "H", "H", "C", "C", "C", "O", "C", "N", "H", "H", "H", "H", "H", "H", "H", "H", "H", "H", "H", "C", "C", "C", "O", "C", "N", "H", "H", "H", "H", "H", "H", "H", "H", "H", "H", "H", "C", "C", "C", "O", "C", "N", "H", "H", "H", "H", "H", "H", "H", "H", "H", "H", "H", "C", "C", "C", "O", "C", "N", "H", "H", "H", "H", "H", "H", "H", "H", "H", "H", "H", "C", "C", "C", "O", "C", "N", "H", "H", "H", "H", "H", "H", "H", "H", "H", "H", "H", "C", "C", "C", "O", "C", "N", "H", "H", "H", "H", "H", "H", "H", "H", "H", "H", "H"],
  "positions_angstrom": [[-28.159985, -9.242659, -10.647200], [-27.341070, -7.983487, -10.289060], [-26.589009, -7.328020, -11.385850], [-27.333340, -7.248588, -12.621766], [-26.553681, -6.861000, -13.755490], [-28.436767, -7.240546, -9.602606], [-29.244713, -9.220744, -10.542399], [-27.851509, -10.055795, -9.990135], [-27.864885, -9.575760, -11.642219], [-26.553770, -8.209971, -9.570045], [-25.734188, -7.970541, -11.596925], [-26.253479, -6.309063, -11.192882], [-25.870856, -6.078637, -13.424208], [-27.186371, -6.447910, -14.541086], [-26.004332, -7.665030, -14.245234], [-28.111702, -6.383524, -9.178402], [-29.066284, -7.021857, -10.361544], [-8.656822, 3.052618, -10.358284], [-10.057466, 3.523961, -9.720520], [-10.800792, 2.459463, -8.801670], [-10.041491, 1.941950, -7.623539], [-8.815600, 1.278009, -7.985853], [-9.877843, 4.730410, -8.955324], [-8.308799, 3.855938, -11.007642], [-8.737626, 2.192586, -11.023052], [-7.825678, 2.925965, -9.664560], [-10.735889, 3.786402, -10.532290], [-11.013692, 1.540266, -9.347425], [-11.799906, 2.824979, -8.564472], [-8.697089, 1.073523, -9.049929], [-8.921691, 0.351733, -7.421189], [-8.122309, 2.015954, -7.582250], [-8.912275, 4.872676, -8.695409], [-10.404817, 4.593102, -8.104712], [-20.556979, -0.707414, -11.666366], [-19.289238, -0.495561, -12.551092], [-19.736227, 0.041920, -13.931456], [-20.425267, -1.062094, -14.616760], [-20.699922, -0.914062, -16.064167], [-18.368085, 0.431504, -11.852326], [-21.387805, -1.025680, -12.296080], [-20.766159, 0.235037, -11.160273], [-20.397740, -1.463960, -10.898007], [-18.773327, -1.449591, -12.659620], [-18.844430, 0.312755, -14.496656], [-20.350079, 0.940866, -13.987926], [-21.326354, -0.022107, -16.054307], [-21.005865, -1.877340, -16.472311], [-19.803364, -0.547091, -16.563790], [-17.469971, 0.471321, -12.312663], [-18.028127, 0.008725, -11.000387], [-20.211832, -6.272511, -22.391936], [-20.295220, -5.285245, -23.558433], [-21.415104, -4.343999, -23.474305], [-22.679522, -5.043750, -23.653444], [-23.625590, -4.314666, -24.408444], [-19.006042, -4.646014, -23.740922], [-20.146763, -7.240786, -22.888231], [-21.161321, -6.272929, -21.856595], [-19.497099, -6.022388, -21.607936], [-20.464054, -5.853198, -24.473327], [-21.351653, -3.607433, -24.275281], [-21.473367, -3.821090, -22.519704], [-23.212181, -3.886909, -25.321791], [-24.122606, -3.567982, -23.789138], [-24.460015, -4.869398, -24.837492], [-18.282082, -5.282367, -23.439230], [-18.842835, -3.825120, -23.175596], [-13.871176, -6.076608, -15.855680], [-15.100481, -6.929960, -16.405080], [-16.353627, -6.611563, -15.552418], [-17.379858, -7.581002, -15.911014], [-18.601592, -7.367994, -15.177784], [-15.242507, -6.465444, -17.751643], [-14.076153, -5.007001, -15.810668], [-12.929291, -6.233984, -16.381215], [-13.813711, -6.497498, -14.851866], [-14.895050, -7.995271, -16.510015], [-16.592935, -5.590065, -15.848018], [-16.074251, -6.830533, -14.521834], [-18.875299, -6.316673, -15.266792], [-18.434743, -7.532418, -14.113254], [-19.335580, -8.055348, -15.598381], [-16.061952, -6.927286, -18.119492], [-15.367657, -5.468694, -17.647076], [-15.325814, -1.386266, -4.388067], [-15.379852, -2.827975, -5.000713], [-16.257483, -3.819481, -4.138502], [-17.623969, -3.355873, -4.320943], [-18.505824, -4.458558, -3.976982], [-15.918680, -2.797366, -6.332483], [-15.942560, -1.249781, -3.499754], [-15.716369, -0.663792, -5.104720], [-14.328541, -1.104833, -4.049901], [-14.350571, -3.170986, -5.105677], [-16.002865, -3.773594, -3.079651], [-16.190871, -4.802553, -4.604578], [-19.516200, -4.074695, -4.117972], [-18.409020, -4.845266, -2.962502], [-18.382552, -5.280357, -4.682356], [-15.878760, -3.741935, -6.687861], [-16.856266, -2.867251, -5.963507], [-18.530097, 10.011706, -14.014379], [-18.994514, 8.746430, -14.665648], [-18.897206, 8.673307, -16.255578], [-19.839944, 9.476029, -16.851391], [-19.710049, 10.915155, -16.797499], [-18.241778, 7.638517, -14.122067], [-19.402488, 10.652550, -13.886495], [-17.923942, 10.686532, -14.618762], [-18.085492, 9.904929, -13.024921], [-20.023393, 8.582673, -14.345203], [-19.177718, 7.637054, -16.444240], [-17.960458, 8.976490, -16.723222], [-18.752274, 11.347094, -17.087673], [-19.978978, 11.305085, -15.815799], [-20.398952, 11.425637, -17.470484], [-18.713296, 6.851869, -14.545110], [-18.414142, 7.486287, -13.138593], [-21.109435, 3.504164, -2.089053], [-20.931677, 2.184480, -1.325011], [-21.758775, 1.967571, 0.009946], [-21.362029, 2.825094, 1.096344], [-21.099877, 2.006112, 2.211816], [-21.241764, 1.155728, -2.304230], [-22.124707, 3.718349, -2.422891], [-20.440330, 3.541622, -2.948709], [-20.883129, 4.328845, -1.413197], [-19.858257, 2.027500, -1.219024], [-21.758326, 0.902607, 0.242232], [-22.770763, 2.192485, -0.326794], [-20.320905, 1.259111, 2.059248], [-22.051697, 1.535959, 2.459021], [-20.836300, 2.601531, 3.085947], [-20.625340, 1.010815, -3.091061], [-21.020666, 0.281543, -1.849227], [-27.847762, 7.103373, -17.034683], [-26.457692, 7.437182, -16.513277], [-25.792129, 6.286965, -15.747577], [-26.559591, 5.900502, -14.587528], [-26.075013, 4.874338, -13.923522], [-25.582504, 7.830028, -17.623377], [-28.409528, 7.997846, -17.303830], [-28.468558, 6.600497, -16.293175], [-27.685940, 6.443869, -17.887319], [-26.635725, 8.286291, -15.853416], [-24.865964, 6.679155, -15.327436], [-25.525890, 5.416674, -16.347417], [-26.867292, 4.607729, -13.224012], [-25.342746, 5.256505, -13.212314], [-25.751877, 4.001164, -14.490316], [-25.459252, 7.017021, -18.209834], [-24.641973, 7.927045, -17.268291], [-26.780728, -3.849652, -1.997036], [-27.264117, -4.095779, -3.395914], [-26.746146, -3.060493, -4.404438], [-27.729162, -3.098869, -5.368935], [-27.510910, -2.145216, -6.403338], [-27.110162, -5.509164, -3.720506], [-27.167256, -4.467108, -1.186199], [-26.917258, -2.783911, -1.813587], [-25.709781, -4.017714, -2.110669], [-28.318126, -3.827554, -3.323704], [-25.718616, -3.268102, -4.703086], [-26.718644, -2.090129, -3.908717], [-27.465736, -1.134697, -5.997234], [-28.369257, -2.222370, -7.070711], [-26.634827, -2.346207, -7.019913], [-27.454778, -6.136882, -3.008250], [-27.666989, -5.680817, -4.545480]],
  "atomic_forces_ev_per_a": [[1.85, -1.47, -0.72], [-2.45, -0.23, 1.55], [-0.01, 0.07, -2.55], [-0.30, -0.22, -0.23], [-0.24, 0.37, 0.70], [1.08, 0.49, -0.14], [0.23, 0.70, -0.21], [0.01, -0.04, 0.16], [-0.36, -0.12, -0.20], [-0.21, -0.18, 0.35], [0.46, 0.04, 0.11], [0.19, 0.04, 0.62], [0.31, 0.10, -0.27], [-0.35, 0.05, 0.32], [0.19, -0.37, 0.43], [0.02, 0.36, -0.07], [-0.41, 0.41, 0.16], [-1.14, 1.09, -0.17], [1.08, -1.74, 0.46], [1.70, -1.33, -0.62], [-1.90, 1.60, -1.91], [-1.38, 0.57, 1.12], [0.12, 0.50, 0.44], [-0.22, 0.26, -0.12], [-0.17, -0.18, 0.27], [-0.41, -0.17, 0.26], [-0.08, -0.51, -0.29], [0.03, 0.02, -0.64], [0.32, 0.32, 0.86], [-0.05, 0.04, 0.24], [0.89, -0.10, -0.03], [1.04, -0.87, -0.30], [0.04, 0.00, 0.10], [0.14, 0.49, 0.32], [0.84, 0.06, -0.34], [-1.00, 0.30, 0.79], [0.35, -1.41, -1.27], [0.58, -0.08, -0.24], [1.33, 1.63, 2.58], [0.12, 0.17, -0.26], [-0.02, 0.07, 0.12], [-0.23, 0.04, -0.12], [0.08, -0.03, 0.00], [-0.30, -0.21, -0.63], [0.33, -0.12, -0.24], [-0.33, 0.03, 0.77], [-1.01, -0.54, -0.91], [-0.45, 0.45, 0.22], [0.39, -0.42, -0.17], [0.03, 0.27, -0.91], [-0.72, -0.23, 0.63], [-1.69, -0.17, -0.15], [1.28, -1.04, 0.32], [-2.12, 0.96, -0.35], [0.40, -0.24, -0.36], [-0.34, 0.38, -0.15], [0.69, 0.73, -0.48], [0.63, -0.32, 0.85], [-0.28, -0.22, -0.06], [0.48, -0.21, -0.49], [-0.13, -0.15, -0.04], [0.25, 0.19, -0.02], [0.19, 0.15, 0.21], [0.50, 0.47, 0.18], [0.24, 0.47, -0.02], [0.23, -1.05, 0.59], [0.09, -0.18, -0.20], [-0.42, 0.23, 0.18], [-1.23, -2.01, 0.80], [1.34, 1.66, -0.02], [0.74, -2.54, -0.89], [0.12, 1.10, 0.29], [1.22, 0.22, -0.44], [-0.27, -0.24, -0.67], [-0.26, -0.05, -0.02], [-0.30, -0.19, -0.14], [0.75, 0.59, 0.39], [0.11, -0.07, 0.80], [-0.55, 0.18, 0.68], [-0.32, 0.77, 0.41], [-0.48, 0.02, -0.23], [-0.08, -0.35, 0.15], [-0.04, 0.23, 0.18], [-0.34, 0.46, -0.53], [-0.42, 0.23, -0.78], [-0.41, -0.38, 0.10], [1.21, 0.18, 1.65], [0.16, 1.83, -1.02], [0.22, -1.81, 1.15], [-0.37, 1.09, -0.83], [-1.12, -0.10, 0.06], [-0.25, -0.38, 0.04], [0.31, -0.03, -0.13], [0.11, -0.03, -0.39], [0.07, -0.33, 0.58], [0.08, -0.37, 0.03], [0.23, -0.31, 0.39], [0.00, -0.02, 0.15], [0.33, 0.27, 0.12], [0.21, -0.12, -0.05], [0.68, -0.39, -0.51], [-1.48, 0.91, -1.36], [-0.58, 1.94, -0.04], [0.69, -0.02, -0.30], [-0.12, 0.57, 2.17], [-1.91, 1.89, -1.28], [-0.28, -0.24, 0.34], [0.41, -1.18, -0.63], [-0.21, 0.02, 0.40], [0.63, -0.52, -0.11], [0.10, -0.31, -0.14], [-0.56, 0.32, -0.72], [0.21, 0.01, -0.64], [0.75, -0.59, 0.72], [0.57, -0.61, 0.13], [0.18, -0.15, 0.16], [-0.35, -0.80, -0.28], [0.42, -0.79, -0.04], [0.02, 0.45, 0.29], [-0.12, 0.60, 1.34], [1.06, 0.35, -1.05], [0.38, 1.09, -2.15], [0.33, -1.00, -1.16], [-0.70, 0.25, 0.79], [-1.41, -2.28, 0.37], [-0.15, -0.53, -0.07], [0.00, -0.03, 0.08], [0.32, 0.18, -0.08], [0.30, 0.73, 1.26], [0.31, 0.02, 0.35], [-0.36, 0.18, 0.44], [0.06, -0.04, -0.24], [0.08, -0.55, 0.30], [0.15, 0.30, -0.26], [0.31, 1.34, -0.31], [-0.56, -0.60, 0.40], [0.17, -0.36, -0.05], [-0.49, -0.35, 0.16], [-0.36, 0.71, 1.73], [-1.63, 2.90, -3.99], [0.43, -1.65, 3.29], [0.02, -0.06, 0.22], [0.29, 0.00, -0.38], [0.28, -0.19, 0.10], [-0.54, -0.04, -0.23], [0.66, 0.05, 0.25], [0.53, 0.09, -0.21], [-0.34, -0.15, -0.35], [-0.20, -0.74, -0.08], [1.14, -0.50, -0.07], [0.17, -0.01, -0.17], [-0.37, -0.23, -0.51], [0.28, 0.55, 0.27], [1.67, 0.67, -0.52], [-1.50, -0.09, 1.58], [-0.02, -1.26, 1.81], [0.20, 0.67, -2.03], [-0.75, -0.40, -0.17], [0.43, 0.39, -1.17], [-0.23, 0.00, -0.32], [-0.06, -0.08, 0.53], [0.38, -0.03, 0.80], [-0.49, -0.07, -0.41], [0.08, -0.27, -0.64], [-0.10, 0.31, 0.13], [0.10, 0.12, 0.06], [-0.05, 0.12, 0.07], [0.33, -0.12, 0.24], [-0.06, 0.31, 0.27], [0.06, -0.29, -0.23]]
}